1.
Molecular formula: C20H41Cl2FIN2O2
Method: DFT, ωB97M-V/def2-TZVPD

XYZ file:
```
69
Properties=species:S:1:pos:R:3:forces:R:3:nbo_charge:R:1
C -5.177 3.062 -1.336 0.253 -0.580 -0.189 -0.603
C -3.949 2.143 -1.574 -1.276 0.541 1.081 -0.395
C -4.135 0.892 -0.678 1.091 0.306 -0.938 -0.421
C -2.813 0.085 -0.527 -0.514 -0.595 0.058 -0.227
C -3.001 -1.427 -0.841 0.121 0.686 -0.193 -0.620
C -2.031 0.339 0.779 -0.029 0.647 -1.586 -0.039
C -1.915 1.827 1.053 0.620 -0.033 0.383 -0.260
N -0.926 2.031 2.122 -0.519 -0.330 -0.242 -0.651
C -1.186 1.284 3.333 0.378 0.939 -0.041 -0.183
I 0.664 1.301 4.483 -0.372 -0.017 0.020 0.154
C -1.530 -0.185 3.126 0.906 0.337 0.112 0.329
F -2.064 -0.673 4.255 -0.459 -0.308 0.183 -0.307
N -2.502 -0.468 1.976 0.456 1.029 0.568 -0.429
C -3.886 -0.282 2.390 -0.127 1.345 0.337 0.032
Cl -4.397 1.238 3.058 0.769 -0.125 -0.249 0.085
C -4.762 -1.245 2.321 -0.935 -1.630 -0.297 0.011
C -4.495 -2.636 1.843 -0.591 -0.329 0.592 -0.662
Cl -6.388 -0.979 2.811 0.133 -0.123 -0.152 0.102
H -5.427 3.118 -0.273 0.124 0.079 0.001 0.194
H -6.029 2.590 -1.829 -0.183 0.359 -0.048 0.212
H -5.015 4.075 -1.697 -0.144 -0.058 -0.199 0.224
H -3.942 1.869 -2.627 0.482 0.005 -0.022 0.217
H -3.076 2.723 -1.280 0.306 -0.262 -0.285 0.190
H -4.847 0.254 -1.200 -0.330 -0.002 0.390 0.221
H -4.526 1.261 0.267 -0.199 -0.433 0.124 0.206
H -2.161 0.446 -1.323 0.263 0.219 0.257 0.239
H -2.708 -1.611 -1.873 0.011 -0.054 -0.019 0.248
H -2.365 -2.076 -0.233 -0.208 -0.146 0.011 0.185
H -4.057 -1.673 -0.783 0.091 -0.376 0.300 0.218
H -1.010 0.000 0.581 0.007 -0.218 0.381 0.246
H -1.476 2.248 0.148 0.009 -0.045 -0.062 0.243
H -2.866 2.343 1.200 -0.041 -0.231 0.123 0.211
H -0.869 3.019 2.340 0.228 -0.099 0.100 0.394
H -1.926 1.787 3.954 -0.008 -0.449 0.294 0.232
H -0.625 -0.758 2.916 -0.047 0.003 -0.367 0.207
H -2.314 -1.445 1.738 -0.626 0.000 -0.016 0.468
H -3.455 -2.954 1.909 0.012 0.047 -0.247 0.209
H -4.922 -2.790 0.858 0.218 -0.001 -0.186 0.258
H -5.058 -3.304 2.498 0.123 -0.052 0.049 0.268
C 4.889 2.969 1.093 -0.020 -0.150 0.038 -0.645
C 4.021 2.953 -0.154 0.056 0.112 0.141 -0.064
O 3.859 1.663 -0.723 -0.026 -0.102 -0.224 -0.533
C 3.256 0.687 0.102 0.036 -0.026 0.043 -0.066
C 1.853 1.057 0.554 -0.023 0.087 -0.072 -0.640
H 5.876 2.558 0.875 -0.003 0.043 -0.013 0.220
H 5.007 3.990 1.457 0.011 -0.002 -0.036 0.222
H 4.457 2.376 1.901 -0.035 0.069 0.031 0.198
H 4.493 3.562 -0.924 -0.032 -0.123 -0.097 0.197
H 3.044 3.407 0.046 -0.003 -0.010 0.051 0.152
H 3.900 0.467 0.962 -0.081 0.026 0.074 0.167
H 3.211 -0.229 -0.491 0.103 0.081 -0.107 0.186
H 1.840 1.963 1.159 -0.024 -0.078 0.098 0.216
H 1.424 0.250 1.155 0.050 0.003 0.034 0.192
H 1.209 1.231 -0.313 0.026 -0.020 -0.021 0.198
C 3.814 -4.416 -1.994 -0.088 0.111 0.005 -0.643
C 4.931 -4.210 -3.005 0.037 -0.018 0.114 -0.065
O 4.674 -3.180 -3.941 -0.061 -0.043 -0.204 -0.532
C 4.477 -1.883 -3.409 0.032 0.068 0.106 -0.060
C 5.659 -1.351 -2.618 0.066 -0.055 0.067 -0.652
H 2.875 -4.636 -2.505 0.028 -0.038 -0.005 0.208
H 4.055 -5.247 -1.329 0.005 -0.010 -0.035 0.218
H 3.654 -3.531 -1.376 0.067 -0.023 0.052 0.194
H 5.055 -5.122 -3.589 -0.005 0.086 -0.110 0.192
H 5.886 -4.034 -2.497 -0.029 0.017 0.065 0.162
H 3.562 -1.857 -2.803 0.023 0.014 0.060 0.145
H 4.298 -1.231 -4.265 -0.002 -0.122 -0.071 0.191
H 5.876 -1.965 -1.742 -0.052 0.042 0.041 0.200
H 5.456 -0.335 -2.272 -0.018 -0.003 -0.026 0.225
H 6.558 -1.336 -3.237 -0.030 0.019 -0.021 0.218
```
Positions in Å, forces in eV/Å.

Results
total charge: +1
E_tot: -2364.2529 Ha


2.
Molecular formula: C9H14O
Method: DFT, ωB97M-V/def2-TZVPD

XYZ file:
```
24
Properties=species:S:1:pos:R:3:forces:R:3:mulliken_spin:R:1
C 0.965 1.605 2.016 0.533 0.124 0.373 0.020
C -2.225 0.649 0.318 -0.693 -0.156 0.159 0.063
C -1.214 1.354 0.853 -0.007 0.264 1.083 0.055
C -2.094 -0.753 0.296 0.563 -0.795 -0.505 0.258
C -0.073 0.727 1.450 0.237 0.201 -0.462 0.226
C -0.854 -1.384 0.654 -0.638 0.067 -0.452 0.152
C 0.111 -0.659 1.272 0.040 -0.393 0.063 0.007
O -3.024 -1.571 -0.136 -0.221 0.498 0.190 0.153
H -3.156 1.110 0.008 0.087 0.066 -0.116 0.001
H -1.325 2.413 1.017 0.068 0.288 -0.269 0.001
H -3.852 -1.087 -0.298 0.021 -0.239 -0.172 -0.007
H -0.729 -2.400 0.293 0.034 -0.063 0.495 0.001
H 1.872 1.071 2.285 0.064 -0.070 -0.225 0.000
H 1.176 2.383 1.280 0.217 0.023 -0.068 0.025
H 1.023 -1.181 1.541 0.047 0.393 0.154 0.004
H 0.695 2.161 2.920 -0.500 -0.156 -0.059 0.034
C 1.707 0.189 -2.072 0.416 -0.186 -0.632 0.001
C 1.451 -1.313 -1.863 -0.331 0.526 -0.493 0.002
H 2.516 0.391 -2.779 -0.175 -0.160 -0.124 0.000
H 0.830 0.716 -2.450 -0.019 0.076 0.248 0.000
H 2.068 0.629 -1.145 -0.220 0.193 0.160 0.000
H 1.153 -1.377 -0.825 0.166 -0.876 -0.048 0.005
H 2.299 -1.923 -2.129 0.580 -0.080 0.548 0.000
H 0.679 -1.750 -2.505 -0.271 0.456 0.150 0.001
```
Positions in Å, forces in eV/Å.

Results
total charge: +1
multiplicity: 2
E_tot: -426.2629 Ha
expectation value of S²: 0.77


3.
Molecular formula: C28H34O
Method: DFT, ωB97M-V/def2-TZVPD

XYZ file:
```
63
Properties=species:S:1:pos:R:3:forces:R:3:nbo_charge:R:1
C 0.556 4.773 0.805 -0.257 0.264 0.063 -0.597
C 0.743 3.269 0.520 -0.372 -0.021 0.337 -0.076
C 1.305 3.275 -0.897 -0.120 -0.234 -0.493 -0.613
C 1.713 2.831 1.628 0.268 -0.218 0.153 -0.597
C -0.591 2.464 0.578 -0.033 0.216 0.061 -0.069
C -0.878 1.231 -0.081 0.471 -0.543 0.694 0.368
O 0.159 0.476 -0.653 -1.119 1.041 -1.562 -0.577
C -2.206 0.723 -0.166 0.092 -0.217 0.154 -0.048
C -2.665 -0.562 -0.915 -0.150 0.164 0.205 -0.077
C -4.147 -0.518 -1.355 -0.190 0.272 -0.118 -0.601
C -2.622 -1.725 0.079 0.356 -0.153 0.611 -0.605
C -1.848 -0.804 -2.185 0.202 -0.127 -0.057 -0.606
C -3.190 1.383 0.564 -0.095 0.393 -0.217 -0.206
C -2.923 2.557 1.249 -0.061 -0.100 0.272 -0.217
C -1.633 3.062 1.289 -0.370 0.223 -0.250 -0.207
H 0.282 4.987 1.845 0.020 0.005 -0.247 0.200
H 1.521 5.266 0.614 -0.239 -0.106 0.071 0.213
H -0.185 5.218 0.129 0.089 -0.046 0.198 0.214
H 1.205 2.320 -1.406 0.187 0.093 0.062 0.237
H 0.727 4.001 -1.485 0.195 -0.098 0.041 0.211
H 2.354 3.591 -0.882 -0.154 -0.012 -0.133 0.199
H 1.761 1.752 1.792 0.114 0.312 -0.034 0.199
H 2.722 3.208 1.412 -0.124 -0.120 0.078 0.207
H 1.396 3.281 2.579 0.064 -0.197 -0.179 0.212
H -4.403 0.402 -1.897 0.058 -0.181 0.075 0.213
H -4.343 -1.374 -2.021 0.120 0.270 0.197 0.213
H -4.830 -0.632 -0.499 0.166 0.159 -0.326 0.200
H -1.724 -1.688 0.705 -0.323 -0.176 -0.240 0.230
H -3.477 -1.661 0.773 0.226 -0.053 -0.281 0.203
H -2.659 -2.686 -0.450 -0.038 0.108 0.163 0.205
H -0.777 -0.824 -1.980 -0.353 -0.049 -0.255 0.233
H -2.150 -1.757 -2.645 0.021 0.255 0.052 0.198
H -2.042 0.014 -2.894 0.093 -0.226 0.059 0.210
H -4.198 0.975 0.586 0.223 0.221 -0.115 0.213
H -3.738 3.103 1.720 0.202 -0.206 0.143 0.211
H -1.462 3.982 1.851 -0.028 -0.325 -0.338 0.213
C -0.435 -5.163 2.630 -0.045 -0.323 0.156 -0.631
C -0.005 -3.899 1.947 -0.025 0.128 0.044 -0.004
C 0.311 -2.760 2.693 -0.073 0.092 -0.056 -0.238
C 0.663 -1.575 2.056 0.157 -0.195 -0.607 -0.132
C 0.682 -1.512 0.651 -0.065 -0.480 0.297 -0.091
C 1.165 -0.242 0.009 0.492 -0.165 1.398 0.044
C 2.320 -0.436 -0.961 0.504 -0.279 0.022 0.046
C 3.131 0.677 -1.206 -0.136 -0.009 -0.449 -0.206
C 3.985 0.704 -2.312 0.162 -0.347 0.324 -0.206
C 4.242 -0.485 -3.013 -0.261 0.308 0.042 -0.213
C 3.581 -1.657 -2.642 0.187 0.205 0.190 -0.217
C 2.634 -1.638 -1.616 0.014 0.225 -0.334 -0.223
C 0.312 -2.642 -0.099 0.219 -0.103 0.387 -0.197
C 0.037 -3.844 0.554 -0.161 0.334 -0.196 -0.215
H -0.394 -6.004 1.929 0.029 0.064 0.200 0.214
H 0.202 -5.386 3.493 -0.088 -0.026 -0.150 0.218
H -1.468 -5.099 2.999 0.226 0.082 -0.109 0.223
H 0.287 -2.810 3.782 -0.021 0.013 -0.250 0.212
H 0.956 -0.685 2.627 -0.167 -0.405 -0.154 0.206
H 1.525 0.380 0.834 0.128 -0.194 -0.192 0.182
H 3.067 1.523 -0.520 -0.147 -0.127 -0.532 0.215
H 4.439 1.651 -2.616 0.149 -0.433 0.243 0.215
H 4.975 -0.491 -3.819 -0.303 0.009 0.116 0.215
H 3.792 -2.597 -3.153 0.025 0.269 0.165 0.214
H 2.173 -2.583 -1.340 0.125 0.442 -0.143 0.224
H 0.252 -2.587 -1.191 -0.054 -0.042 0.575 0.227
H -0.183 -4.749 -0.022 -0.018 0.370 0.172 0.211
```
Positions in Å, forces in eV/Å.

Results
total charge: 0
E_tot: -1162.5433 Ha


Number 3 is which compound?
C28H34O